Below is C4H4O5Yb as an isolated structure in a non-equilibrium geometry, with properties calculated with wB97M-V/def2-TZVPD.

The geometry in XYZ format:
```
14
Properties=species:S:1:pos:R:3:forces:R:3
O -0.541 -0.384 -1.663 1.8514 1.1429 -0.2402
C 0.521 -0.032 -1.062 -5.1786 -1.8536 3.8218
O -0.191 0.363 0.354 0.9345 -0.4407 -3.0020
H -3.771 1.396 0.973 0.1964 -0.0692 -0.2522
Yb 3.214 -0.220 1.256 -1.5626 -0.0012 -1.8544
O 1.681 -0.309 -0.951 2.9517 0.5812 0.4834
O -2.241 1.099 -0.389 1.2495 -0.4269 -0.4867
C -3.567 0.789 0.085 -0.7921 0.0459 -0.1632
C -3.486 -0.705 0.379 -0.7599 -0.2325 -0.1995
O -2.066 -0.956 0.367 1.2638 0.1612 -0.6086
C -1.440 0.069 -0.184 -0.6772 1.0181 2.3409
H -4.276 1.038 -0.710 0.1598 -0.0602 0.2392
H -3.960 -1.323 -0.391 0.1633 0.1210 0.1833
H -3.871 -0.977 1.366 0.2000 0.0140 -0.2619
```
Forces are in eV/Å.

As for the spin multiplicity: 3. The highest occupied orbital energy (spin up / spin down) comes out at -17.52 / -17.53 eV. As for the expectation value of S²: 2.0009. As for the total charge: +2. The calculation puts the electronic energy at -1688.8697 Eh.